Record 1
A cluster of 2 separate species, C4H6FNO in total in a non-equilibrium geometry, computed with ωB97M-V with the def2-TZVPD basis set.

```
13
Properties=species:S:1:pos:R:3
C -2.52 -1.14 0.47
N -1.52 -0.77 1.59
C -0.32 -1.01 1.33
F 0.79 -0.50 1.85
H -3.26 -1.89 0.70
H -3.06 -0.21 0.50
H -1.86 -1.29 -0.27
H 0.00 -1.54 0.40
C 0.03 1.68 0.03
C 1.12 2.04 0.71
O 2.29 2.16 0.93
H -0.73 2.25 0.40
H 0.08 2.26 -0.86
```

**Net charge**: 0
**Frontier orbital gap**: 10.050 eV
**SMILES**: C/N=C/F.C=C=O
**ΔE to the lowest compared entry with this formula, charge and spin**: 85.68 kcal/mol

***

Record 2
A cluster of 2 separate species, C4H6FNO in total in a non-equilibrium geometry, computed with ωB97M-V with the def2-TZVPD basis set.

```
13
Properties=species:S:1:pos:R:3
C -0.04 0.64 -1.38
C -1.28 0.34 1.59
C -1.83 -0.85 1.70
C -0.63 -0.59 -1.18
N 1.31 1.02 -1.11
O -0.71 1.29 1.37
F 0.02 -1.70 -0.70
H -0.67 1.37 -1.69
H 1.75 0.60 -0.17
H -1.63 -1.62 0.96
H -2.47 -1.13 2.64
H -1.64 -0.81 -1.38
H 1.46 2.04 -0.91
```

**Net charge**: 0
**Frontier orbital gap (spin up / spin down)**: 5.577 / 7.687 eV
**<S²>**: 2.006
**Multiplicity**: 3
**ΔE to the lowest compared entry with this formula, charge and spin**: 38.13 kcal/mol

***

Record 3
A cluster of 2 separate species, C4H6FNO in total in a non-equilibrium geometry, computed with ωB97M-V with the def2-TZVPD basis set.

```
13
Properties=species:S:1:pos:R:3
C -0.14 0.74 -0.65
C 2.22 -0.13 -0.18
C -0.73 1.64 0.27
C -0.61 -2.49 0.22
N 1.16 0.31 -0.57
O 3.28 -0.32 0.21
F -1.11 -1.37 -0.36
H -0.66 0.56 -1.57
H -1.80 1.68 0.17
H -0.48 2.66 -0.06
H -0.40 1.72 1.32
H -1.14 -2.45 1.27
H 0.42 -2.53 -0.07
```

**Net charge**: 0
**Frontier orbital gap (spin up / spin down)**: 7.644 / 10.265 eV
**<S²>**: 2.014
**Multiplicity**: 3
**ΔE to the lowest compared entry with this formula, charge and spin**: 0.00 kcal/mol

***

Record 4
The molecule C4H6FNOS in a non-equilibrium geometry, computed with ωB97M-V with the def2-TZVPD basis set.

```
14
Properties=species:S:1:pos:R:3
C -1.96 0.80 0.22
N -1.11 0.48 -1.04
C 0.19 0.13 -0.69
C 0.75 -0.40 0.44
F -0.06 -0.40 1.57
C 2.14 -0.74 0.58
O 2.55 -1.44 -0.48
S 3.10 -0.61 1.96
H -2.13 -0.13 0.67
H -3.04 1.13 0.15
H -1.43 1.52 1.07
H -1.36 0.99 -1.88
H 0.78 0.37 -1.67
H 1.58 -1.70 -0.89
```

**Net charge**: 0
**Frontier orbital gap**: 8.210 eV
**SMILES**: CN/C=C(\F)C(O)=S
**ΔE to the lowest compared entry with this formula, charge and spin**: 76.91 kcal/mol

***

Record 5
A structure of composition C4H6GdO5 in a non-equilibrium geometry, computed with ωB97M-V with the def2-TZVPD basis set.

```
16
Properties=species:S:1:pos:R:3
O -1.17 2.78 -2.26
C -0.65 1.88 -1.45
O -1.41 0.77 -1.30
O 0.35 2.09 -0.81
H -1.91 2.45 -2.79
Gd -3.06 -0.61 -2.80
H -1.54 0.59 -0.29
C 1.01 1.12 2.15
C -0.13 0.74 2.75
O -0.75 1.49 3.74
C -0.03 2.19 4.60
O -0.91 2.87 5.29
H 1.55 0.37 1.58
H 1.46 2.09 2.36
H -0.38 -0.31 2.87
H -0.44 3.50 5.85
```

**Net charge**: +2
**Frontier orbital gap (spin up / spin down)**: 1.803 / 1.660 eV
**<S²>**: 20.021
**Multiplicity**: 9

***

Record 6
The molecule C4H6I2 in a non-equilibrium geometry, computed with ωB97M-V with the def2-TZVPD basis set.

```
12
Properties=species:S:1:pos:R:3
C 1.56 0.31 1.11
C 0.83 0.93 0.25
I 1.73 2.28 -1.13
C -0.70 0.38 -0.06
C -1.57 0.01 -1.48
I -3.21 -1.12 -0.68
H 1.15 -0.68 1.65
H 2.59 0.69 1.46
H -1.28 0.95 0.64
H -0.53 -0.49 0.44
H -0.93 -0.62 -1.92
H -1.82 0.98 -1.97
```

**Net charge**: 0
**Frontier orbital gap**: 9.519 eV
**SMILES**: C=C(I)CCI
**ΔE to the lowest compared entry with this formula, charge and spin**: 31.78 kcal/mol

***

Which value of net charge does entry 6 give?
0

***

net charge of number 2 (C4H6FNO)?
0